The following is a quantum chemistry calculation of one molecule with the formula C4H8O2, from the OMol25 dataset.

Properties
**Structure (SMILES)**: C[C@H]1[C@@H](O)[C@H]1O
**E_LUMO**: 0.028 hartree
**E_tot**: -307.6221 Ha
**Energy relative to the best compared isomer or geometry (same formula, charge and spin)**: 2.457 eV

```
! wB97M-V def2-TZVPD RIJCOSX def2/J DEFGRID3
* xyz 0 1
C 1.4786 -0.2706 -0.3699
C 0.3737 -0.1568 0.7489
C -0.9250 0.6555 0.6270
O -1.0444 1.5434 -0.4503
C -0.9100 -0.7934 0.2691
O -0.9190 -1.0370 -1.0961
H 2.0961 -1.1426 -0.1227
H 1.1589 -0.5220 -1.4012
H 2.1164 0.6082 -0.4871
H 0.6544 -0.2771 1.8062
H -1.5214 0.9534 1.4995
H -0.2772 2.1258 -0.3876
H -1.4553 -1.5473 0.8299
H -0.8257 -0.1397 -1.4658
*
```